No. 1
{
  "formula": "C4H11BrP",
  "method": "wB97M-V/def2-TZVPD",
  "total_energy_ev": -83649.269,
  "e_homo_ev": -14.366,
  "relative_energy_ev": 1.698,
  "total_charge": 1,
  "elements": ["C", "C", "C", "C", "P", "Br", "H", "H", "H", "H", "H", "H", "H", "H", "H", "H", "H"],
  "positions_angstrom": [[-0.1091, -0.0485, 1.7877], [-0.0218, 1.8205, -0.6053], [-1.5019, -0.9919, -0.5762], [1.4967, -0.7123, -0.7315], [-0.0211, 0.0456, -0.0274], [3.0709, 0.0903, -0.0756], [0.3094, 0.8581, 2.2060], [0.4522, -0.9360, 2.0348], [-1.1112, -0.0662, 2.3137], [-0.7230, 2.5113, -0.0191], [-0.2934, 1.8469, -1.6015], [0.9331, 2.1433, -0.5287], [-1.6092, -1.0905, -1.7255], [-2.4317, -0.5274, -0.3980], [-1.3035, -2.0467, -0.2898], [1.5653, -2.0638, -0.0417], [1.2985, -0.8329, -1.7218]],
  "forces_ev_per_angstrom": [[-0.67, 0.54, 0.20], [-3.45, -1.25, 2.59], [2.29, -0.44, -3.11], [-0.72, -3.85, 6.15], [-1.95, 0.16, -0.13], [0.36, 0.48, -0.35], [0.76, 0.00, 0.08], [0.26, -0.17, 0.52], [0.72, -0.35, -1.37], [0.96, -1.25, -0.65], [-0.69, -0.02, -2.18], [3.14, 1.15, 0.45], [0.86, 0.38, 1.48], [-1.01, 0.28, 1.31], [-0.57, 0.82, 0.50], [-0.59, 3.95, -2.48], [0.30, -0.43, -3.01]],
  "lowdin_charge": [-0.189, -0.144, -0.166, -0.788, 0.832, 0.721, 0.055, 0.048, 0.100, 0.112, 0.032, -0.014, 0.093, 0.035, 0.070, 0.216, -0.013]
}

---

No. 2
{
  "formula": "C7H10N5P2",
  "method": "wB97M-V/def2-TZVPD",
  "total_energy_ev": -33439.088,
  "e_homo_ev": [-12.617, -12.617],
  "total_charge": 1,
  "smiles": "C=[N+](c1cnc(P)[nH]1)c1cnc(P)[nH]1",
  "elements": ["C", "N", "C", "C", "N", "C", "P", "N", "C", "C", "N", "C", "P", "N", "H", "H", "H", "H", "H", "H", "H", "H", "H", "H"],
  "positions_angstrom": [[0.3177, 1.0174, 2.3253], [-0.0411, 0.5596, 1.1217], [0.1482, 1.1972, -0.0997], [1.1381, 2.1226, -0.5363], [0.8224, 2.6761, -1.6844], [-0.3721, 2.2330, -2.0012], [-1.1092, 2.6455, -3.5570], [-0.8290, 1.3063, -1.1186], [-0.4854, -0.7894, 1.0336], [-0.9649, -1.6901, 2.0604], [-0.6585, -2.9687, 1.7344], [-0.0539, -2.9099, 0.5020], [0.6059, -4.3776, -0.3568], [0.0431, -1.6579, 0.1098], [0.4313, 0.3688, 3.1062], [0.4560, 2.0509, 2.3512], [2.1059, 2.2370, 0.0715], [0.1271, 3.0450, -3.9775], [-1.3575, 4.1536, -3.2035], [-1.8226, 0.9635, -1.0031], [-1.4089, -1.5259, 2.9727], [0.4591, -5.2020, 0.7700], [1.8749, -3.9966, 0.1139], [0.5734, -1.4585, -0.7345]],
  "forces_ev_per_angstrom": [[-1.04, 0.45, -4.59], [0.22, -1.64, 1.84], [0.07, 2.92, -1.89], [1.35, -2.06, 3.68], [0.60, 0.51, -0.02], [-0.22, -0.77, 0.61], [-1.93, 2.45, -0.61], [-1.11, -0.71, 1.66], [-0.59, -1.57, 2.02], [2.17, 0.00, -3.00], [-0.11, 0.92, -1.44], [-1.28, -0.95, 2.76], [0.25, 0.07, -0.11], [1.12, 0.69, -1.82], [0.15, -1.57, 1.80], [0.37, 1.48, 0.41], [-1.45, 0.17, -1.42], [0.89, 0.08, -0.74], [0.06, -2.24, -0.31], [1.72, 0.53, -0.54], [-1.06, 0.82, 1.76], [-0.31, -0.04, 0.05], [0.46, -0.11, -0.32], [-0.33, 0.56, 0.22]],
  "lowdin_charge": [0.248, -0.010, -0.228, -0.073, 0.068, -0.693, 0.864, 0.122, -0.200, -0.036, 0.077, -0.619, 0.884, 0.095, 0.089, 0.101, 0.153, -0.115, -0.012, 0.196, 0.093, -0.082, -0.092, 0.169]
}

---

No. 3
{
  "formula": "C9H18N5",
  "method": "wB97M-V/def2-TZVPD",
  "total_energy_ev": -17067.328,
  "e_homo_ev": -11.602,
  "relative_energy_ev": 1.362,
  "total_charge": 1,
  "elements": ["C", "C", "C", "C", "C", "C", "C", "C", "C", "N", "N", "N", "N", "N", "H", "H", "H", "H", "H", "H", "H", "H", "H", "H", "H", "H", "H", "H", "H", "H", "H", "H"],
  "positions_angstrom": [[3.3989, -0.3949, 0.2850], [3.0195, 0.9126, -0.0136], [1.5910, 1.1475, -0.2721], [2.5636, -1.4406, -0.0289], [0.8933, 0.0287, -0.5473], [-3.2856, 0.4032, -0.9095], [-1.7714, -1.4983, 0.1186], [-1.6738, 0.9125, 1.1229], [-1.8686, 0.0359, -0.1632], [1.3105, -1.2366, -0.4839], [3.8864, 1.9463, -0.0222], [1.0671, 2.3497, -0.6578], [2.8916, -2.7172, 0.0970], [-0.9237, 0.3402, -1.1781], [4.3622, -0.5761, 0.6559], [-3.7798, -0.3586, -1.4901], [-3.9911, 0.7719, -0.1092], [-3.0561, 1.3424, -1.4833], [-1.9236, -2.1333, -0.7741], [-2.4571, -1.8951, 0.8888], [-0.7018, -1.7289, 0.4908], [-0.8128, 0.6630, 1.6140], [-1.6521, 1.8724, 0.6256], [-2.4504, 0.9508, 1.8408], [0.7155, -1.9804, -0.6973], [4.8393, 1.6550, 0.2201], [3.9867, 2.6580, -0.7232], [0.0233, 2.3454, -0.8318], [1.4711, 3.0463, -0.0536], [3.6892, -3.0061, 0.5513], [2.2474, -3.4438, -0.2175], [-0.9340, -0.4781, -1.8827]],
  "forces_ev_per_angstrom": [[-0.90, 1.04, -0.43], [-1.93, 0.41, -0.44], [0.98, -1.56, -1.51], [-0.49, -0.42, 0.26], [-5.43, 1.17, -1.28], [1.09, 2.12, 2.17], [0.97, -0.42, 1.05], [-1.55, 0.19, -3.63], [-2.68, -2.26, 0.83], [1.97, 1.74, 0.45], [1.98, -0.58, 0.99], [-0.56, 0.86, 0.28], [-1.62, -1.46, -1.01], [5.30, -1.34, -0.87], [1.23, -0.42, 0.22], [0.30, -0.32, -0.24], [0.57, -0.69, -0.74], [-0.38, -1.09, 0.09], [-0.06, 0.51, 0.11], [0.22, 0.41, -0.27], [-1.89, 0.36, -0.19], [2.52, -0.42, 1.07], [0.44, 0.81, 0.62], [-1.15, -0.44, 0.35], [-0.93, -1.14, -0.36], [-0.52, 0.18, 0.02], [-1.12, 0.24, -0.31], [1.92, 0.07, 0.44], [-0.66, 0.85, -0.11], [1.91, -0.60, 0.96], [0.55, 0.41, 0.32], [-0.08, 1.79, 1.16]],
  "lowdin_charge": [0.056, -0.205, -0.255, -0.323, -0.020, -0.009, -0.059, -0.010, -0.634, 0.142, 0.161, 0.116, 0.190, 0.091, 0.118, 0.065, 0.091, 0.087, 0.082, 0.091, 0.078, 0.045, 0.076, 0.078, 0.125, 0.125, 0.125, 0.113, 0.097, 0.096, 0.140, 0.127]
}

---

No. 4
{
  "formula": "C26H41Br2F3N2O4S",
  "method": "wB97M-V/def2-TZVPD",
  "total_energy_ev": -197863.708,
  "e_homo_ev": -0.460,
  "total_charge": -2,
  "elements": ["C", "C", "C", "C", "C", "C", "C", "C", "C", "C", "N", "C", "C", "C", "F", "Br", "C", "F", "F", "Br", "C", "C", "N", "C", "C", "C", "C", "C", "C", "C", "C", "C", "C", "H", "H", "H", "H", "H", "H", "H", "H", "H", "H", "H", "H", "H", "H", "H", "H", "H", "H", "H", "H", "H", "H", "H", "H", "H", "H", "H", "H", "H", "H", "H", "H", "H", "H", "H", "H", "H", "H", "H", "H", "H", "O", "S", "O", "O", "O"],
  "positions_angstrom": [[-3.1803, -4.3160, 0.2566], [-1.8289, -4.6342, -0.4524], [-1.8904, -4.2895, -1.9778], [-0.9015, -3.1493, -2.3166], [-1.7279, -2.0726, -3.0863], [-1.1500, -0.6325, -3.0677], [-2.2811, 0.2405, -2.3886], [-1.8447, 1.3083, -1.3689], [-1.4708, 0.7137, 0.0273], [-1.6629, -0.7854, 0.0714], [-1.9266, -1.8604, 0.0913], [-2.4126, 1.2894, 1.1206], [-2.5826, 0.3640, 2.3720], [-3.0726, 1.1032, 3.6365], [-3.8087, 0.2028, 4.3615], [-4.2488, 2.6216, 3.3028], [-1.8756, 1.4552, 4.5733], [-1.2224, 0.3393, 4.9155], [-0.9841, 2.2542, 3.9653], [-2.4419, 2.2872, 6.2547], [0.0643, 0.9565, 0.2633], [0.6412, 0.0216, 1.3040], [1.0460, -0.7119, 2.0392], [0.4681, 2.4400, 0.5229], [1.3206, 3.0712, -0.6075], [2.8234, 2.6817, -0.5764], [3.5293, 3.6082, -1.6360], [3.5341, 2.9368, 0.7659], [4.9330, 2.2021, 0.7950], [4.6734, 0.6891, 0.8803], [5.1978, -0.1517, -0.0132], [5.4171, 0.2173, -1.4837], [5.5651, -1.5706, 0.4840], [-3.0483, -3.4955, 0.9713], [-3.5797, -5.1736, 0.8439], [-3.9658, -4.0639, -0.4659], [-1.6605, -5.7317, -0.3627], [-0.9923, -4.1531, 0.0791], [-1.6483, -5.2202, -2.5312], [-2.9250, -4.0285, -2.2499], [-0.3572, -2.7936, -1.4322], [-0.1376, -3.5431, -3.0240], [-1.8372, -2.4741, -4.1165], [-2.7479, -2.0899, -2.6593], [-0.2234, -0.6702, -2.4588], [-0.9037, -0.2931, -4.0875], [-3.0895, -0.3997, -1.9971], [-2.7265, 0.7994, -3.2409], [-2.6805, 2.0297, -1.2956], [-1.0173, 1.8902, -1.8224], [-3.4193, 1.3444, 0.6654], [-2.1697, 2.3161, 1.4420], [-3.3848, -0.3837, 2.1191], [-1.6684, -0.1927, 2.6334], [0.5695, 0.6575, -0.6763], [-0.4055, 3.1007, 0.6690], [0.9881, 2.4596, 1.4972], [0.9316, 2.7566, -1.5946], [1.2307, 4.1701, -0.5068], [2.9578, 1.6476, -0.9384], [3.1648, 3.4296, -2.6604], [3.2198, 4.6439, -1.3803], [4.6263, 3.5913, -1.5580], [3.7516, 4.0072, 0.9567], [2.9970, 2.5610, 1.6528], [5.5608, 2.4577, -0.0700], [5.4897, 2.5200, 1.6969], [4.0176, 0.3466, 1.6925], [6.4826, 0.0267, -1.7189], [4.7364, -0.3574, -2.1314], [5.2323, 1.2834, -1.6860], [4.7541, -1.9030, 1.1582], [6.4709, -1.4711, 1.0997], [5.6862, -2.2561, -0.3694], [-4.4890, -1.8806, -0.2761], [-5.0018, -1.2386, 0.9665], [-4.0941, -0.0954, 1.3378], [-5.0173, -2.2346, 2.0702], [-6.3762, -0.7254, 0.7308]],
  "forces_ev_per_angstrom": [[0.22, -0.83, 0.72], [-1.13, -1.19, 0.05], [0.99, -0.60, 1.05], [-0.44, -0.31, -1.57], [0.52, -0.63, -0.16], [-0.99, -0.67, 1.12], [0.33, 0.86, -1.39], [-0.23, -0.21, -0.59], [0.09, -0.32, 0.58], [1.04, 6.88, -0.55], [-0.29, -5.09, 0.16], [0.22, 0.39, 0.60], [7.11, 4.10, 4.66], [1.24, -1.55, -1.05], [-0.20, 0.08, 0.58], [0.27, 0.09, 0.03], [-0.59, -0.08, -0.51], [-0.02, -0.08, 0.07], [-0.08, 0.32, 0.07], [0.11, 0.29, 0.40], [0.50, -0.26, 0.18], [-2.43, 3.87, -3.88], [2.07, -3.01, 3.16], [-0.14, 0.11, 0.16], [0.32, -0.58, 0.71], [0.31, 1.39, -0.82], [-0.67, 0.37, 0.64], [1.37, -0.36, 0.27], [-1.88, -0.37, 0.14], [0.51, 1.38, -0.35], [-0.30, -0.86, 0.05], [1.20, 0.27, 0.88], [-1.14, 0.77, -0.60], [-0.51, -0.40, -0.49], [0.42, 0.18, -0.30], [0.34, 0.24, 0.41], [0.07, 0.46, -0.05], [-0.33, -0.02, -0.43], [0.00, 0.50, 0.01], [0.44, 0.03, 0.16], [-0.50, 0.10, -0.30], [-0.14, 0.23, 0.37], [0.03, 0.33, 0.33], [0.60, 0.18, -0.15], [-0.35, 0.26, -0.31], [-0.04, 0.12, 0.46], [0.45, 0.35, 0.19], [-0.06, -0.18, 0.46], [0.36, -0.39, 0.41], [-0.13, -0.31, 0.40], [1.16, 0.50, 0.19], [0.61, -0.20, -0.38], [1.31, -0.87, 1.79], [0.34, 0.69, 0.17], [-0.21, -0.06, 0.36], [0.11, -0.66, -0.11], [-0.12, 0.25, -0.51], [-0.02, 0.35, 0.41], [0.11, -0.41, -0.21], [-0.12, 0.15, 0.59], [0.36, -0.14, 0.30], [0.25, -0.39, -0.19], [-0.35, -0.21, -0.32], [-0.56, -0.25, -0.35], [-0.03, 0.13, -0.46], [-0.23, -0.10, 0.28], [-0.25, -0.23, -0.28], [0.95, -0.08, 0.25], [-0.51, -0.12, -0.46], [0.39, -0.06, 0.29], [-0.03, -0.42, 0.16], [0.37, -0.13, -0.34], [-0.11, -0.29, -0.45], [0.09, -0.02, 0.54], [-0.22, 1.03, 0.22], [-3.56, -2.69, -1.49], [-9.56, -2.74, -5.93], [0.63, 0.85, -0.21], [0.63, 0.28, 0.21]],
  "lowdin_charge": [-0.148, -0.268, -0.218, -0.231, -0.224, -0.173, -0.185, -0.116, -0.306, -0.143, 0.284, -0.152, -0.218, -0.786, -0.026, 0.784, -0.933, 0.040, 0.027, 0.680, -0.202, -0.199, 0.174, -0.139, -0.169, -0.358, -0.086, -0.172, -0.182, -0.102, -0.336, -0.062, -0.063, 0.027, 0.061, 0.050, 0.078, 0.079, 0.089, 0.095, 0.077, 0.094, 0.105, 0.089, 0.093, 0.091, 0.097, 0.107, 0.124, 0.100, 0.112, 0.077, -0.072, 0.111, 0.131, 0.113, 0.102, 0.107, 0.115, 0.128, 0.078, 0.075, 0.058, 0.115, 0.101, 0.081, 0.107, 0.113, 0.076, 0.089, 0.046, 0.082, 0.071, 0.067, -0.425, 0.331, -0.407, -0.396, -0.432]
}